[1]
Computed, not measured: 2 unconnected molecules or ions with the total composition C4H7NO, with the ωB97M-V functional and the def2-TZVPD basis.

```
13
Properties=species:S:1:pos:R:3
C 2.194 0.853 -0.506
O 1.314 0.825 0.627
C 0.119 0.356 0.425
C -1.884 -1.497 0.356
C -2.243 -0.227 -0.010
N -2.183 0.932 -0.260
H 1.807 1.555 -1.249
H 3.160 1.191 -0.133
H 2.282 -0.149 -0.935
H -0.508 0.348 1.297
H -0.111 -0.084 -0.531
H -2.172 -1.856 1.339
H -1.774 -2.249 -0.420
```

Properties
Maximum force   0.99 eV/A
LUMO level (spin up / spin down)   -0.14 / -0.13 eV
Calculated total energy   -286.44999 Eh
Molecular weight   85.11 g mol⁻¹
ΔE to the lowest compared entry with this formula, charge and spin   114.0 kcal per mole
HOMO level (spin up / spin down)   -0.2846 / -0.2848 Ha
Gap between HOMO and LUMO (spin up / spin down)   7.603 / 7.616 eV



[2]
Computed, not measured: C4H7NO in the gas phase, with the ωB97M-V functional and the def2-TZVPD basis.

```
13
Properties=species:S:1:pos:R:3
C 1.610 -0.373 -0.370
N 0.421 -0.400 0.475
C -0.900 -0.804 -0.047
C -1.388 0.647 0.139
C -0.053 0.860 0.846
O 0.517 1.767 1.396
H 1.805 0.661 -0.683
H 2.503 -0.741 0.137
H 1.420 -0.961 -1.273
H -1.405 -1.520 0.610
H -0.876 -1.205 -1.065
H -2.322 0.879 0.649
H -1.333 1.191 -0.814
```

Properties
Maximum force   0.57 eV/A
LUMO level   0.99 eV
Calculated total energy   -286.57886 Eh
Molecular weight   85.11 g mol⁻¹
ΔE to the lowest compared entry with this formula, charge and spin   33.1 kcal per mole
SMILES   CN1CCC1=O
HOMO level   -0.3447 Ha
Gap between HOMO and LUMO   10.374 eV



[3]
Computed, not measured: C4H7NO in the gas phase, with the ωB97M-V functional and the def2-TZVPD basis.

```
13
Properties=species:S:1:pos:R:3
O -0.102 1.750 -1.756
N -0.960 0.905 -1.067
C -0.343 0.182 -0.221
C 1.151 0.124 0.027
C 1.317 -1.189 0.763
C -1.088 -0.818 0.617
H -0.688 2.179 -2.394
H 1.675 0.122 -0.934
H 1.463 1.013 0.595
H -0.412 -1.706 0.691
H 1.170 -0.973 1.843
H -2.013 -1.173 0.165
H -1.282 -0.437 1.625
```

Properties
Maximum force   0.70 eV/A
LUMO level   -0.28 eV
Calculated total energy   -286.39492 Eh
Molecular weight   85.11 g mol⁻¹
ΔE to the lowest compared entry with this formula, charge and spin   148.5 kcal per mole
HOMO level   -0.3236 Ha
Gap between HOMO and LUMO   8.524 eV



[4]
Computed, not measured: C4H7NO in the gas phase at a distorted geometry, with the ωB97M-V functional and the def2-TZVPD basis.

```
13
Properties=species:S:1:pos:R:3
C 2.013 -0.498 0.143
O 1.782 0.920 0.030
C 0.714 -0.007 -0.334
C -0.544 -0.030 0.482
C -1.719 0.733 0.029
N -1.723 -0.707 -0.063
H 2.114 -0.935 1.157
H 2.754 -0.847 -0.543
H 0.507 -0.054 -1.432
H -0.399 -0.176 1.563
H -1.630 1.418 -0.850
H -2.364 1.147 0.846
H -1.505 -0.965 -1.029
```

Properties
Maximum force   2.20 eV/A
LUMO level   1.13 eV
Calculated total energy   -286.51452 Eh
Molecular weight   85.11 g mol⁻¹
ΔE to the lowest compared entry with this formula, charge and spin   73.5 kcal per mole
SMILES   C1O[C@@H]1[C@H]1CN1
HOMO level   -0.3575 Ha
Gap between HOMO and LUMO   10.862 eV



[5]
Computed, not measured: C4H7NO in the gas phase at a distorted geometry, with the ωB97M-V functional and the def2-TZVPD basis.

```
13
Properties=species:S:1:pos:R:3
O 0.156 -1.034 2.603
C 0.551 0.030 1.862
C -0.208 0.155 0.750
N 0.215 0.718 -0.458
C 0.545 -0.169 -1.570
C -0.690 0.653 -1.577
H -0.354 -1.402 1.825
H 1.369 0.642 2.230
H -1.284 0.084 0.949
H 0.423 -1.247 -1.440
H 1.411 0.128 -2.155
H -0.757 1.562 -2.164
H -1.631 0.113 -1.448
```

Properties
Maximum force   2.10 eV/A
LUMO level   0.97 eV
Calculated total energy   -286.48396 Eh
Molecular weight   85.11 g mol⁻¹
ΔE to the lowest compared entry with this formula, charge and spin   92.7 kcal per mole
SMILES   O/C=C/N1CC1
HOMO level   -0.2889 Ha
Gap between HOMO and LUMO   8.833 eV



[6]
Computed, not measured: C4H7NO in the gas phase at a distorted geometry, with the ωB97M-V functional and the def2-TZVPD basis.

```
13
Properties=species:S:1:pos:R:3
C 1.683 0.623 -0.378
C -0.313 0.854 0.570
N 1.843 -0.749 -0.258
C -1.130 0.017 -0.220
C -2.302 -0.511 0.192
O 0.861 1.437 0.228
H 2.456 1.149 -0.928
H -0.708 1.299 1.475
H 1.175 -1.308 0.259
H 2.775 -1.079 -0.469
H -0.753 -0.279 -1.194
H -2.877 -1.167 -0.441
H -2.712 -0.284 1.166
```

Properties
Maximum force   2.52 eV/A
LUMO level (spin up / spin down)   0.42 / 0.87 eV
Calculated total energy   -286.46285 Eh
Molecular weight   85.11 g mol⁻¹
ΔE to the lowest compared entry with this formula, charge and spin   105.9 kcal per mole
HOMO level (spin up / spin down)   -0.2155 / -0.2467 Ha
Gap between HOMO and LUMO (spin up / spin down)   6.283 / 7.587 eV